The molecule FH3N2O2S, computed with ωB97M-V/def2-TZVPD.

Structure (XYZ):
```
9
Properties=species:S:1:pos:R:3:forces:R:3:nbo_charge:R:1
N 0.946 -0.453 -0.120 0.3 -1.7 0.5 -0.167
N -0.057 0.343 -0.593 -0.7 0.9 0.3 -0.704
O -2.564 1.009 -0.669 -0.2 0.4 -1.6 -0.863
O 1.750 0.029 1.005 -3.3 1.3 0.8 -0.619
F -1.716 -1.199 0.274 0.1 1.4 -0.2 -0.557
S -1.552 0.520 0.187 1.0 -2.0 2.6 1.684
H 2.655 -0.109 0.849 1.7 -0.5 -1.3 0.474
H 0.355 -1.144 0.340 0.9 -0.8 0.0 0.357
H 0.183 1.004 -1.273 0.3 1.0 -1.2 0.395
```
Forces are in eV/Å.

Results
* largest force on an atom: 0.071 Eh/bohr
* net charge: 0
* LUMO energy: 0.5 eV
* highest occupied orbital energy: -0.3574 hartree
* total energy: -759.721669 hartree
* gap between HOMO and LUMO: 10.24 eV